P) The molecule C4H7NO. Source: the OMol25 dataset; level of theory: ωB97M-V/def2-TZVPD.

```
13
Properties=species:S:1:pos:R:3
C 0.73348 1.15250 0.15403
O 1.53694 -0.11833 -0.11666
C 0.66141 -1.20523 -0.27315
C -0.61563 -0.68988 0.29750
N -1.71041 -0.11101 -0.21210
C -0.58113 0.85566 -0.45169
H 1.17067 2.01329 -0.43856
H 0.75115 1.04937 1.40926
H 0.26322 -1.52885 -1.23965
H 0.97227 -1.87742 0.32060
H -0.57863 -0.54231 1.44298
H -2.27770 0.33960 0.65212
H -0.32563 0.66261 -1.54468
```

Computed properties:
charge	0
frontier orbital gap	9.4	eV
SMILES	C1OC[C@@H]2N[C@@H]12

***

Q) The molecule C4H7NO. Source: the OMol25 dataset; level of theory: ωB97M-V/def2-TZVPD.

```
13
Properties=species:S:1:pos:R:3
C 1.83696 -0.17214 -0.06732
C -0.65337 0.32721 -0.01225
C -1.58491 -0.53414 -0.71059
C 0.43246 -0.46978 0.32997
O -0.61449 1.68285 -0.23909
N -2.16976 -0.28080 0.51494
H -0.03590 2.08740 0.42119
H -2.66937 0.60908 0.47031
H -1.41444 -1.55128 -1.05353
H 0.22072 -1.40347 0.82986
H 2.47757 -0.09230 0.81790
H 2.25623 -0.96974 -0.68608
H 1.91830 0.76712 -0.61531
```

Computed properties:
charge	0
frontier orbital gap (alpha / beta)	8.0 / 7.9	eV

***

Result of the stability comparison: Q) is the most stable of them.

***

P) The molecule C4H7NO. Source: the OMol25 dataset; level of theory: ωB97M-V/def2-TZVPD.

```
13
Properties=species:S:1:pos:R:3
C -1.69953 0.40538 -0.20831
N -0.37726 -0.22169 -0.13573
C -0.26102 -1.53961 -0.04967
C 1.96956 0.59906 0.30222
C 0.68343 0.60611 -0.34136
O 1.02456 1.70934 0.43421
H -1.81349 1.04861 0.66921
H -1.77653 1.01050 -1.11270
H -2.46364 -0.37251 -0.19086
H -1.00278 -2.17152 -0.52069
H 0.70945 -1.93653 0.21919
H 2.15912 0.10654 1.25646
H 2.84813 0.75633 -0.32195
```

Computed properties:
charge	0
frontier orbital gap (alpha / beta)	7.6 / 8.1	eV

***

Q) C4H7NO as an isolated structure. Source: the OMol25 dataset; level of theory: ωB97M-V/def2-TZVPD.

```
13
Properties=species:S:1:pos:R:3
C -1.24960 -0.70511 0.60645
C -0.40325 0.22107 -0.97635
C 0.58675 1.26588 -0.42792
C 1.25199 0.20022 0.43020
O 2.10876 0.12519 1.27007
N 0.38302 -0.80898 -0.06973
H -2.08016 -1.06102 0.00309
H -1.02875 -1.43954 1.40566
H -1.47447 0.25358 1.06702
H -0.23849 -0.03717 -2.02887
H 1.29263 1.63881 -1.18053
H 0.19261 2.12133 0.13189
H 0.65896 -1.77424 -0.23100
```

Computed properties:
charge	0
frontier orbital gap (alpha / beta)	7.6 / 7.6	eV

***

Result of the stability comparison: P) is the most stable of them.

***

P) The molecule C3H2BrF3. Source: the OMol25 dataset; level of theory: ωB97M-V/def2-TZVPD.

```
9
Properties=species:S:1:pos:R:3
F 1.30496 1.44553 -0.50634
C 0.01467 1.03384 -0.68900
C -0.02129 -0.37228 -0.32069
F 0.11830 -1.33340 -1.28814
C -0.16908 -1.03331 1.09135
F -0.42917 -2.30567 1.04892
Br 0.01270 -0.27948 2.72909
H -0.22992 1.14911 -1.80547
H -0.60118 1.69566 -0.25972
```

Computed properties:
charge	0
frontier orbital gap	9.0	eV
SMILES	FC/C(F)=C(/F)Br

***

Q) A 2-piece molecular cluster, C3H2BrF3 overall. Source: the OMol25 dataset; level of theory: ωB97M-V/def2-TZVPD.

```
9
Properties=species:S:1:pos:R:3
F 1.10296 1.39961 2.04307
C 0.78774 0.40649 1.28136
F 1.76401 0.49569 0.38859
F 0.98561 -0.67092 1.97982
H -0.10168 0.66429 0.75012
C -0.65286 -0.16468 -2.11280
C -1.37125 -0.81029 -1.39308
Br -2.32204 -2.01009 -0.42885
H -0.19248 0.68989 -2.50821
```

Computed properties:
charge	0
frontier orbital gap	10.9	eV
SMILES	FC(F)F.C#CBr

***

Result of the stability comparison: Q) is the most stable of them.

***

P) The molecule C2H4BrN. Source: the OMol25 dataset; level of theory: ωB97M-V/def2-TZVPD.

```
8
Properties=species:S:1:pos:R:3
H 1.12008 -2.40079 -0.27783
N 0.75475 -1.47976 -0.58446
C 0.41737 -0.68877 0.38705
C -0.28182 0.54327 -0.13041
Br 0.52873 -1.32221 2.28518
H -1.13875 0.22153 -0.88948
H 0.39802 1.07074 -0.83141
H -0.59833 1.19051 0.61682
```

Computed properties:
charge	0
frontier orbital gap	10.8	eV
SMILES	[H]/N=C(/C)Br

***

Q) The molecule C2H4BrN. Source: the OMol25 dataset; level of theory: ωB97M-V/def2-TZVPD.

```
8
Properties=species:S:1:pos:R:3
C 0.81897 -0.49186 0.73555
N -0.07778 0.54362 0.27628
C -0.71401 0.54545 -0.90368
Br -2.18923 1.81762 -1.06059
H 0.06332 -0.96090 1.44634
H 1.75114 -0.09713 1.19771
H 1.27287 -1.19367 -0.00662
H -0.92529 -0.16313 -1.68499
```

Computed properties:
charge	0
frontier orbital gap	10.5	eV
SMILES	C/N=C/Br

***

Result of the stability comparison: P) is the most stable of them.

***

P) An isolated ion of composition C7H18N3 and charge +1. Source: the OMol25 dataset; level of theory: ωB97M-V/def2-TZVPD.

```
28
Properties=species:S:1:pos:R:3
C -1.36073 1.83957 -0.52642
N -1.02240 0.72654 0.37752
C -2.09619 -0.14994 0.95684
C -2.34397 -1.07589 -0.19180
C -0.90165 -1.35902 -0.68607
N -0.11931 -0.13861 -0.38887
C 1.32755 -0.08599 0.05983
C 1.91708 1.05903 -0.79035
C 2.00777 -1.43595 -0.08361
N 1.40145 0.24435 1.50305
H -2.38095 1.70188 -0.76860
H -1.17498 2.81776 -0.21034
H -0.85044 1.64364 -1.43365
H -0.42494 0.99362 1.16017
H -3.03725 0.29456 1.22542
H -1.70680 -0.78902 1.70775
H -2.79225 -0.54123 -1.05853
H -2.82515 -2.05130 0.05950
H -0.44127 -2.18508 -0.19471
H -0.91911 -1.46988 -1.75862
H 1.64426 2.12022 -0.65692
H 3.05953 0.91053 -0.70228
H 1.66090 0.70024 -1.72775
H 1.83725 -2.11700 0.75286
H 3.15306 -1.39212 0.08736
H 1.85548 -1.93054 -0.99122
H 1.93970 -0.43762 2.00345
H 1.73397 1.17538 1.50376
```

Computed properties:
charge	+1
frontier orbital gap	10.8	eV
SMILES	C[N@H+]1CCCN1C(C)(C)N

***

Q) An isolated ion of composition C7H18N3 and charge +1. Source: the OMol25 dataset; level of theory: ωB97M-V/def2-TZVPD.

```
28
Properties=species:S:1:pos:R:3
N 2.83026 -0.38583 1.31449
C 2.70151 -0.17124 -0.11715
C 1.83323 -1.18896 -0.89525
C 0.59426 -0.58039 -1.52836
N -0.30235 0.00299 -0.46233
C -0.97952 1.28749 -0.83348
C -1.66575 1.85610 0.39218
N -2.62466 0.89775 0.91963
C -2.02846 -0.38895 1.24655
C -1.34163 -0.96417 0.02628
H 2.12574 0.06131 1.88228
H 2.89448 -1.35907 1.57475
H 3.70002 -0.16060 -0.55637
H 2.32890 0.84874 -0.26745
H 1.53692 -2.00626 -0.22973
H 2.40204 -1.65536 -1.70049
H -0.00323 -1.31721 -2.06645
H 0.84112 0.22714 -2.21665
H 0.29364 0.21145 0.34432
H -0.22471 1.96396 -1.23027
H -1.70263 1.04659 -1.61449
H -0.90816 2.17115 1.13024
H -2.19879 2.75726 0.08461
H -3.07164 1.28279 1.74006
H -1.31899 -0.34513 2.08980
H -2.82202 -1.08207 1.52997
H -0.84741 -1.91021 0.24141
H -2.04218 -1.09928 -0.79809
```

Computed properties:
charge	+1
frontier orbital gap	10.3	eV
SMILES	NCCC[NH+]1CCNCC1

***

Result of the stability comparison: Q) is the most stable of them.

***

P) C28H44Cl3N4O3SeSiV as an isolated structure. Source: the OMol25 dataset; level of theory: ωB97M-V/def2-TZVPD.

```
85
Properties=species:S:1:pos:R:3
C 1.70658 -2.16458 -4.97314
C 0.93632 -1.14579 -4.17291
H 1.47961 -2.12645 -6.05362
H 1.45952 -3.18017 -4.65173
H 2.79888 -2.04856 -4.84868
C 0.22731 -0.21630 -4.82664
C 0.26432 0.03871 -6.28744
H -0.40842 0.48506 -4.31808
H -0.14823 -0.77349 -6.90079
H 1.28465 0.22621 -6.65314
H -0.32551 0.93404 -6.53734
V 3.31818 0.06378 2.24024
Cl 3.74055 2.06880 3.04842
Cl -1.62088 -2.40468 0.24459
C 0.58107 1.65664 1.13101
O -0.12760 0.64436 0.97322
N 0.20225 2.78256 1.79980
C -1.22951 3.04886 1.85703
C 1.05607 3.97747 1.78030
H 1.61776 1.75277 0.71398
H -1.75576 2.12186 2.11554
H -1.59915 3.46265 0.89894
H -1.36773 3.78603 2.64886
H 2.04178 3.76232 2.21359
H 0.56633 4.71687 2.42348
H 1.16356 4.41885 0.76853
H -2.34053 -1.73242 -2.98830
H -2.96895 0.85460 -4.14974
C -3.33678 -1.42406 -2.62710
C -3.66706 0.94569 -3.30317
N -3.30787 -0.01380 -2.26522
H -3.61333 -2.04786 -1.77217
C -3.35723 0.39084 -0.94586
O -3.72867 -0.28014 0.00747
H -3.60541 1.96066 -2.88553
H -3.00761 1.44477 -0.83706
H -4.04646 -1.55898 -3.45255
H -4.69057 0.76484 -3.67654
O 0.32640 -1.81270 -1.66663
C 1.20104 -1.05926 -2.61823
C -0.18409 0.95237 -2.14217
C 1.09050 0.40165 -2.22306
H -1.04689 0.28475 -2.20997
C -0.32657 2.33606 -2.11809
H 2.26273 -1.32137 -2.49592
C 2.22511 1.19078 -2.01844
H -1.32948 2.76094 -2.20370
C 0.81368 3.14797 -2.04172
C 2.09016 2.57683 -1.96990
H 3.20903 0.72566 -1.94920
H 0.68540 4.23147 -2.07953
H 2.98259 3.20854 -1.93490
Si -0.11268 -3.28186 -0.98173
Cl 4.25038 -0.74167 0.55063
C -1.30651 -4.86720 -1.40704
C 0.96037 -4.17481 0.33069
C 0.72536 -3.90298 -2.68685
H -1.96944 -4.67336 -2.26131
H -1.99500 -5.08000 -0.57079
H -0.81064 -5.83708 -1.61390
H 0.14019 -3.36709 -3.44733
H 0.78609 -4.96778 -2.94503
H 1.73562 -3.47677 -2.70198
H 0.98731 -3.59964 1.26140
H 2.00514 -4.27605 0.01630
H 0.61929 -5.18883 0.59931
C 2.77495 -0.14353 5.54717
N 1.40738 0.18469 5.18084
C 0.78540 -0.32305 4.08943
Se 1.67961 -1.40661 2.84225
N -0.48177 0.15776 4.06078
C -0.72613 0.83291 5.26416
C -1.89883 1.36381 5.76816
C -1.82154 2.02294 7.00178
C -0.59303 2.16015 7.66602
C 0.56476 1.55071 7.17358
C 0.46517 0.87501 5.96317
H 3.04284 -1.17604 5.30786
H 2.86702 -0.01054 6.61729
H 3.46443 0.53339 5.05150
H -1.13038 0.01041 3.27273
H -2.83514 1.23152 5.23243
H -2.71064 2.45879 7.46118
H -0.55964 2.74061 8.58774
H 1.49903 1.55656 7.70273
```

Computed properties:
⟨S²⟩	3.762
2S+1	4
charge	-1
frontier orbital gap (alpha / beta)	5.2 / 5.3	eV

***

Q) C28H44Cl3N4O3SeSiV as an isolated structure. Source: the OMol25 dataset; level of theory: ωB97M-V/def2-TZVPD.

```
85
Properties=species:S:1:pos:R:3
C -3.00054 2.20947 -2.25607
C -3.21561 0.72815 -2.21028
H -3.18936 2.57452 -3.27785
H -1.96085 2.45953 -1.97820
H -3.68029 2.76909 -1.58114
C -3.80380 0.02386 -3.18984
C -4.34969 0.58974 -4.45633
H -3.90365 -1.05671 -3.08548
H -4.09329 1.63895 -4.61538
H -5.44339 0.50839 -4.48675
H -3.96993 0.01856 -5.31110
V 0.11423 0.60326 0.18662
Cl -1.16681 1.44969 1.86854
Cl 0.51472 2.57222 -0.93993
C -0.89094 -1.95314 1.44644
O 0.13684 -1.39936 0.96187
N -0.98171 -3.26916 1.64697
C 0.04069 -4.20806 1.20505
C -2.08777 -3.88288 2.37114
H -1.75537 -1.34517 1.75598
H 0.87731 -3.67727 0.73515
H -0.40528 -4.92268 0.49616
H 0.38670 -4.77888 2.07830
H -2.82043 -3.12059 2.68388
H -1.69941 -4.40409 3.25558
H -2.58869 -4.62326 1.73594
H -0.62450 1.07055 -3.80138
H -1.39357 -1.65904 -4.15205
C 0.38051 0.62455 -3.85442
C -0.29424 -1.72247 -4.20484
N 0.33551 -0.73636 -3.34740
H 1.08570 1.23437 -3.28098
C 0.84391 -1.07304 -2.15886
O 1.28065 -0.24292 -1.32058
H 0.01932 -2.73484 -3.90721
H 0.89048 -2.15897 -1.94660
H 0.67986 0.55991 -4.91015
H 0.01375 -1.52388 -5.23612
O -1.37170 -0.08093 -0.88838
C -2.75325 0.03043 -0.93278
C -2.75926 -2.46431 -1.28300
C -3.33921 -1.35274 -0.68808
H -1.87169 -2.31905 -1.90945
C -3.29107 -3.73636 -1.04369
H -3.07975 0.66561 -0.10595
C -4.41593 -1.48194 0.18794
H -2.79784 -4.60549 -1.49862
C -4.43672 -3.86868 -0.25341
C -5.00756 -2.73931 0.35548
H -4.76130 -0.57745 0.70663
H -4.88946 -4.85508 -0.12675
H -5.91412 -2.83622 0.96562
Si 2.30976 6.23003 -1.42154
Cl 0.67045 5.82468 -2.66122
C 3.78631 5.49552 -2.34824
C 1.66177 5.66849 0.26590
C 2.81515 8.04565 -1.33031
H 3.55040 4.52721 -2.82229
H 4.66797 5.37689 -1.70066
H 4.07369 6.20467 -3.14890
H 3.18392 8.41764 -2.29186
H 3.63505 8.11307 -0.60925
H 2.00954 8.70127 -0.99890
H 1.17095 4.67160 0.21786
H 0.89102 6.39447 0.59070
H 2.43000 5.64159 1.05955
C 1.32479 0.21148 4.37984
N 2.30134 -0.62942 3.71323
C 2.83564 -0.35945 2.48395
Se 2.41365 1.07543 1.39143
N 3.86279 -1.25152 2.33241
C 4.00410 -2.04544 3.47327
C 5.09389 -2.79861 3.89213
C 5.17735 -3.07649 5.24906
C 4.19480 -2.63871 6.15802
C 3.08771 -1.92575 5.73400
C 3.03221 -1.63368 4.37675
H 1.60803 1.26561 4.29182
H 1.31075 -0.08774 5.42701
H 0.33230 0.07261 3.94251
H 4.48090 -1.22996 1.53108
H 5.82501 -3.11770 3.15252
H 6.02563 -3.62110 5.64230
H 4.33688 -2.85134 7.21718
H 2.30402 -1.59149 6.40644
```

Computed properties:
⟨S²⟩	3.758
2S+1	4
charge	-1
frontier orbital gap (alpha / beta)	4.1 / 6.8	eV

***

Result of the stability comparison: Q) is the most stable of them.